[1]
The following is a quantum chemistry calculation of C4H10Cl3PSi as an isolated structure in a non-equilibrium geometry, from the OMol25 dataset.

The HOMO energy comes out at -8.8 eV. As for the total energy: -59047.247 eV. The value obtained for the frontier orbital gap is 8.26 eV. The calculation puts the maximum force at 2.88 eV Å⁻¹. Its spin multiplicity is 1. The calculation puts the relative energy (zero: lowest compared OMol25 entry of this formula, charge and spin) at 0.00 kJ/mol. The LUMO energy is -0.52 eV.

The geometry in XYZ format:
```
19
Properties=species:S:1:pos:R:3:forces:R:3
C -0.754 1.023 0.901 0.0646 -0.1052 -0.0331
C -0.660 0.270 -1.490 0.0897 -0.1852 0.1419
C -2.071 -0.983 0.157 0.2147 -0.1248 0.0022
C -0.777 -0.179 -0.036 0.2526 -0.0189 -0.0049
Si 3.146 -0.032 0.054 -2.7275 -0.9166 0.1818
P 0.584 -1.434 0.324 1.9198 1.1286 -0.4129
Cl 3.910 -0.365 -1.793 0.1122 -0.1083 -0.2167
Cl 2.908 1.985 0.264 0.0400 0.1721 0.0138
Cl 4.453 -0.661 1.462 0.2086 -0.1786 0.2215
H -0.850 0.711 1.941 0.0094 0.0222 0.0386
H 0.173 1.583 0.790 0.0012 0.0431 0.0398
H -1.586 1.688 0.668 -0.0924 0.0905 -0.0202
H -0.671 -0.591 -2.157 0.0099 -0.0256 -0.1291
H 0.269 0.814 -1.645 0.0892 0.1143 -0.0976
H -1.493 0.918 -1.756 -0.0952 0.0848 -0.0258
H -2.071 -1.861 -0.493 -0.1117 0.0045 0.0398
H -2.171 -1.318 1.192 -0.0735 -0.0152 -0.0131
H -2.940 -0.370 -0.094 0.0010 0.0661 0.0127
H 0.601 -1.199 1.711 0.0874 -0.0477 0.2614
```
Positions in Å, forces in eV/Å.

***

[2]
The following is a quantum chemistry calculation of a 2-piece molecular cluster, C4H10ClN2 overall in a non-equilibrium geometry, from the OMol25 dataset.

The HOMO energy (alpha / beta) comes out at -12.7 / -12.7 eV. As for the total energy: -19802.509 eV. The value obtained for the frontier orbital gap (alpha / beta) is 6.87 / 6.87 eV. The calculation puts the maximum force at 4.03 eV Å⁻¹. Its spin multiplicity is 1. The calculation puts the relative energy (zero: lowest compared OMol25 entry of this formula, charge and spin) at 369.47 kJ/mol. The LUMO energy (alpha / beta) is -5.87 / -5.87 eV. Its total charge is +1.

The geometry in XYZ format:
```
17
Properties=species:S:1:pos:R:3:forces:R:3
C -1.592 0.365 -0.678 0.8904 1.6375 0.5836
C 2.408 -1.011 0.056 -1.0133 1.3486 -1.9780
C 1.327 -0.206 0.865 1.6170 -1.1885 0.6647
C 0.846 1.082 0.433 1.1964 -1.2943 -3.2402
N -2.571 1.272 -0.673 -1.3024 -3.3457 0.4466
N -1.769 -0.803 -0.057 -2.5425 -2.8654 -1.2471
Cl 1.442 1.818 -0.989 -0.4222 -0.1402 1.7839
H 2.988 -1.836 0.469 -0.8843 -0.0320 0.7209
H 1.824 -1.350 -0.853 1.0799 0.0506 0.7693
H 3.214 -0.337 -0.309 -0.6987 -0.1323 0.1391
H 0.338 -0.704 0.911 0.1720 -0.3803 0.2083
H 1.630 -0.150 1.933 -0.3838 0.2696 -0.2046
H 0.050 1.451 0.998 -0.9648 1.5485 0.6406
H -2.343 2.142 -1.062 -0.1720 1.2844 -0.6406
H -3.591 0.925 -0.663 1.8810 1.1566 0.2122
H -1.416 -1.633 -0.660 -0.4055 1.8001 1.7284
H -2.783 -1.025 0.279 1.9527 0.2828 -0.5872
```
Positions in Å, forces in eV/Å.

***

[3]
The following is a quantum chemistry calculation of C4H10ClN2Na as an isolated structure, from the OMol25 dataset.

The HOMO energy comes out at -5.5 eV. As for the total energy: -24226.005 eV. The value obtained for the frontier orbital gap is 4.33 eV. The calculation puts the maximum force at 0.82 eV Å⁻¹. Its spin multiplicity is 1. The LUMO energy is -1.18 eV.

The geometry in XYZ format:
```
18
Properties=species:S:1:pos:R:3:forces:R:3
C 2.253 0.293 -0.188 -0.0008 0.2153 0.0155
C 1.378 -0.590 0.701 0.3155 -0.4425 -0.4227
N 0.444 -1.372 -0.098 -0.4430 -0.0729 -0.2990
C -0.474 -0.570 -0.899 0.0419 0.2092 0.6730
Cl -1.643 -1.847 -1.603 -0.1529 0.0522 0.0772
C -1.339 0.384 -0.030 0.0038 -0.2435 -0.7813
N -1.091 1.803 -0.316 -0.1400 -0.1021 0.1702
H 2.145 0.002 -1.225 -0.0852 -0.1350 -0.1797
H 3.302 0.203 0.072 0.1640 0.0125 0.1662
H 1.987 1.343 -0.129 -0.0817 0.1730 -0.0087
H 0.907 -0.017 1.505 -0.0969 0.2511 0.0465
H 2.029 -1.310 1.192 -0.0186 -0.1678 0.1982
H -0.034 -2.087 0.454 0.0339 0.1100 0.2941
H -2.393 0.204 -0.275 0.1396 0.5001 -0.1411
H -1.251 0.162 1.043 0.1711 -0.1323 0.2269
H -1.955 2.328 -0.317 0.1037 0.1223 0.1436
H -0.468 2.198 0.376 -0.0295 0.0990 -0.0591
Na -3.795 -1.129 -0.265 0.0752 -0.4485 -0.1199
```
Positions in Å, forces in eV/Å.